Entry 1:
# C22H33As2MgNO3

C22H33As2MgNO3 as an isolated structure (wB97M-V/def2-TZVPD, the OMol25 dataset).

The value obtained for the LUMO energy (alpha / beta) is -0.292 / -0.292 Ha. As for the net charge: +2. The calculated total energy comes out at -5809.30206 Eh. The calculation puts the energy relative to the best compared isomer or geometry (same formula, charge and spin) at 12.784 eV.

Atoms and positions in Å:
C1 -0.41274 -2.46753 -5.34592
C2 -1.10372 -1.25644 -5.55841
H1 -0.88103 -3.14637 -4.58981
H2 0.67667 -2.48607 -5.15383
C3 -1.55528 0.12257 -5.21212
C4 -1.66348 1.15336 -4.16296
H3 -1.67366 0.68602 -3.18258
H4 -0.69309 1.64441 -4.13588
C5 -1.64213 -1.81464 -6.89643
H5 -1.28781 -2.88161 -6.98497
H6 -1.21555 -1.24680 -7.74353
H7 -2.74694 -1.82585 -6.90897
C6 -2.25186 0.85718 -6.34090
H8 -3.25794 0.42931 -6.51988
H9 -1.66522 0.95567 -7.26966
H10 -2.39223 1.87200 -5.91423
Mg1 -0.22227 0.58485 1.20280
O1 0.06293 -0.04407 -0.60943
C7 1.01187 0.08105 -1.43913
O2 1.12807 2.03489 0.71185
C8 1.73312 2.16927 -0.35020
O3 2.66163 3.08071 -0.56573
N1 1.56242 1.36482 -1.51453
C9 3.19788 2.91664 -1.93838
C10 2.38067 1.87098 -2.62114
H11 4.23922 2.57433 -1.85143
H12 3.13686 3.89032 -2.42487
H13 2.97277 1.06779 -3.06107
H14 1.73366 2.29446 -3.40223
C11 1.50208 -1.09354 -2.30735
C12 0.51131 -2.01828 -1.88328
H15 1.43004 -0.54943 -3.32384
H16 -0.64299 -1.73280 -2.24815
H17 0.56058 -3.06767 -2.35173
C13 -3.54233 0.12222 4.00596
As1 -1.81220 0.55786 3.21827
C14 -1.79566 2.51440 3.25899
C15 -0.65359 0.21040 4.78077
C16 -1.02733 0.69926 6.03974
C17 -0.20349 0.42736 7.13862
C18 0.96971 -0.31853 6.99260
C19 1.36350 -0.78460 5.72106
C20 0.55204 -0.50635 4.61551
As2 1.07048 -1.03483 2.78108
C21 3.01528 -1.01879 2.92786
C22 0.63219 -2.93554 2.92763
H18 -4.27857 0.20676 3.19814
H19 -3.76296 0.81649 4.82348
H20 -3.49244 -0.91196 4.36546
H21 -2.08808 2.85096 4.25778
H22 -0.79131 2.87211 2.99676
H23 -2.52131 2.84208 2.50390
H24 -1.94058 1.28253 6.14443
H25 -0.49682 0.80412 8.12611
H26 1.59967 -0.53351 7.85125
H27 2.28143 -1.35315 5.59889
H28 3.33735 -1.65235 3.76024
H29 3.38853 -1.40082 1.96996
H30 3.34062 0.01885 3.06741
H31 1.21023 -3.37702 3.74756
H32 -0.44389 -3.02589 3.11301
H33 0.89568 -3.39159 1.96547

Forces on atoms 1 to 3 (eV/Å):
-0.01 2.32 4.39
-1.88 4.91 0.98
-0.54 -0.64 -1.96



Entry 2:
# C37H83Cl2N13O8PS

A 8-piece molecular cluster, C37H83Cl2N13O8PS overall (wB97M-V/def2-TZVPD, the OMol25 dataset).

The value obtained for the LUMO energy is -0.095 Ha. As for the net charge: +1. The calculated total energy comes out at -4433.09931 Eh.

Atoms and positions in Å:
C1 4.61981 0.24843 -0.52213
O1 3.53627 0.36855 -1.42592
C2 2.65154 1.41002 -1.12193
C3 1.22114 0.95370 -1.39609
C4 0.17689 1.88050 -0.80712
N1 0.21529 1.80896 0.67576
C5 -0.76499 1.99898 1.53060
N2 -0.55115 1.99687 2.87404
C6 -0.98430 3.22929 3.61204
C7 0.21412 4.14417 3.84859
C8 1.30959 3.52904 4.72083
C9 0.81999 3.08932 6.09677
Cl1 2.62526 4.74033 4.84348
C10 -2.13808 3.89196 2.83738
P1 -1.82105 5.35745 1.74872
S1 -3.43347 6.18701 1.10161
C11 -2.90846 2.88205 2.00072
Cl2 -3.80295 1.75087 3.09665
N3 -2.02611 2.21106 1.06877
C12 -2.63623 1.06639 0.32033
C13 -3.64469 1.56498 -0.71329
C14 -5.12649 1.53912 -0.33484
C15 -5.60079 0.15836 0.14670
N4 -6.56480 -0.46971 -0.76007
C16 -6.06770 -1.38785 -1.74231
N5 -6.56266 -1.47386 -2.90281
N6 -5.00363 -2.24192 -1.38024
H1 5.26372 -0.55626 -0.86053
H2 5.22320 1.16216 -0.48641
H3 4.24718 0.03078 0.48992
H4 2.87351 2.29894 -1.72662
H5 2.78092 1.71344 -0.06814
H6 1.08371 -0.05960 -1.00932
H7 1.05997 0.90482 -2.47283
H8 -0.81503 1.62895 -1.16707
H9 0.36590 2.92275 -1.07871
H10 1.12890 1.60639 1.06168
H11 0.40964 1.77487 3.10967
H12 -1.38162 2.90044 4.57089
H13 -0.13053 5.04994 4.35302
H14 0.64702 4.45598 2.89329
H15 1.77904 2.68964 4.20428
H16 1.56087 3.32307 6.85788
H17 0.63848 2.01450 6.12650
H18 -0.10391 3.59461 6.38141
H19 -2.86129 4.28131 3.55738
H20 -0.94651 6.13920 2.51359
H21 -0.94557 4.83092 0.77882
H22 -3.67492 3.38648 1.41660
H23 -3.00936 0.33627 1.03620
H24 -1.82939 0.57433 -0.21499
H25 -3.45247 0.93155 -1.58041
H26 -3.33237 2.57417 -1.00040
H27 -5.69915 1.78753 -1.23100
H28 -5.36977 2.31183 0.40125
H29 -4.72760 -0.48503 0.28480
H30 -6.07467 0.21858 1.12339
H31 -7.29161 -0.91274 -0.20676
H32 -7.27748 -0.75234 -2.99581
H33 -4.86926 -2.25152 -0.37728
H34 -4.11110 -1.97089 -1.77690
C17 -7.51776 -2.38324 2.91229
O2 -7.24357 -1.80403 1.87462
N7 -6.90342 -2.13277 4.08333
C18 -7.24351 -2.83344 5.30325
C19 -5.86772 -1.11521 4.09898
H35 -8.28980 -3.16483 2.97288
H36 -7.59945 -2.14236 6.06930
H37 -6.38380 -3.37724 5.69940
H38 -8.03571 -3.54984 5.09295
H39 -6.27259 -0.14782 3.79645
H40 -5.06277 -1.36630 3.40474
H41 -5.47034 -1.03767 5.10909
C20 -2.43761 1.77922 -4.46096
O3 -2.17645 1.29384 -3.36148
N8 -3.29051 1.24266 -5.33303
C21 -3.59007 1.87518 -6.60355
C22 -3.97643 0.00969 -4.97828
H42 -1.98768 2.72196 -4.80652
H43 -4.64253 2.14926 -6.64380
H44 -3.34731 1.21657 -7.43892
H45 -3.01099 2.79210 -6.69324
H46 -4.56971 0.12988 -4.07320
H47 -3.26277 -0.79683 -4.80702
H48 -4.64086 -0.26649 -5.79252
C23 -5.50789 4.11130 -4.02170
O4 -5.40565 4.03131 -5.23292
N9 -6.55745 4.66588 -3.38740
C24 -6.62376 4.76824 -1.94674
C25 -7.65417 5.17821 -4.19264
H49 -4.72989 3.73717 -3.33143
H50 -7.47967 4.21850 -1.54903
H51 -6.70177 5.81008 -1.62913
H52 -5.71681 4.34521 -1.51782
H53 -8.09532 4.38456 -4.79556
H54 -7.30585 5.95758 -4.87023
H55 -8.41077 5.58894 -3.52796
C26 -2.22745 -2.96328 1.22381
O5 -2.63194 -2.05370 0.51127
N10 -1.51871 -4.00653 0.77350
C27 -1.06776 -5.07092 1.64672
C28 -1.22802 -4.07985 -0.65080
H56 -2.43521 -3.00474 2.30507
H57 0.01996 -5.15540 1.63289
H58 -1.49359 -6.02923 1.34636
H59 -1.38567 -4.85731 2.66600
H60 -0.64278 -3.21770 -0.97202
H61 -2.15048 -4.09642 -1.23154
H62 -0.66391 -4.98896 -0.84368
C29 8.23183 -1.35290 -2.08743
O6 7.54820 -0.57360 -1.43876
N11 7.85959 -1.89178 -3.25681
C30 8.70763 -2.81064 -3.99304
C31 6.55903 -1.53867 -3.79801
H63 9.23092 -1.67826 -1.75547
H64 8.94926 -2.40808 -4.97839
H65 8.23060 -3.78273 -4.11185
H66 9.63341 -2.96587 -3.44349
H67 6.48456 -0.46333 -3.96301
H68 5.75893 -1.82735 -3.11501
H69 6.42474 -2.05961 -4.74298
C32 9.64836 -6.16563 -1.97806
O7 9.46265 -5.86914 -3.14383
N12 10.77353 -5.88325 -1.29092
C33 10.94604 -6.26677 0.09335
C34 11.85163 -5.19576 -1.97895
H70 8.90098 -6.71089 -1.37799
H71 11.11081 -5.39405 0.72855
H72 11.79328 -6.94457 0.21355
H73 10.04786 -6.77746 0.43701
H74 11.52910 -4.21737 -2.33707
H75 12.19066 -5.76837 -2.84232
H76 12.67977 -5.06471 -1.28611
C35 7.24437 -2.00471 4.15263
O8 6.85924 -2.58612 5.14712
N13 6.51708 -1.07174 3.49925
C36 6.98495 -0.39756 2.30668
C37 5.20799 -0.74646 4.02823
H77 8.22775 -2.18994 3.68955
H78 7.03416 0.68191 2.46656
H79 6.31530 -0.59684 1.46963
H80 7.97863 -0.75441 2.04491
H81 5.27951 -0.36741 5.04872
H82 4.56322 -1.62678 4.04937
H83 4.76162 0.01653 3.39097

Forces on atoms 1 to 3 (eV/Å):
0.01 0.18 0.07
-0.03 -0.16 -0.02
-0.10 0.05 0.04



Entry 3:
# C21H22FN3O2S

One molecule with the formula C21H22FN3O2S (wB97M-V/def2-TZVPD, the OMol25 dataset).

As for the SMILES: O=C(CCc1nc2sc3c(c2c(=O)[nH]1)CCCC3)NCCc1ccc(F)cc1. The value obtained for the LUMO energy is 0.012 Ha. The calculated total energy comes out at -1626.33844 Eh. The calculation puts the energy relative to the best compared isomer or geometry (same formula, charge and spin) at 0.000 eV.

Atoms and positions in Å:
O1 3.27418 -2.23049 -2.69460
C1 2.90423 -1.11204 -2.39508
N1 3.15507 -0.53217 -1.20696
H1 2.65881 0.32613 -0.99863
C2 3.71964 -1.25795 -0.09458
H2 4.61663 -0.73816 0.25993
H3 4.01744 -2.23817 -0.47238
C3 2.72865 -1.38226 1.06936
C4 1.37427 -1.91088 0.67567
C5 1.22156 -2.88246 -0.30681
C6 -0.03498 -3.33740 -0.66431
C7 -1.14334 -2.82563 -0.01637
C8 -1.02474 -1.87861 0.98304
C9 0.23895 -1.42675 1.31730
H4 0.34296 -0.68407 2.09550
H5 -1.90858 -1.50357 1.47427
F1 -2.37082 -3.26032 -0.37504
H6 -0.15897 -4.08536 -1.43190
H7 2.08112 -3.28764 -0.81553
H8 2.59840 -0.39947 1.52940
H9 3.16810 -2.04266 1.82251
C10 2.11942 -0.23210 -3.36290
H10 2.33711 0.82027 -3.18859
H11 2.42420 -0.50540 -4.37347
C11 0.61496 -0.48424 -3.22235
C12 -0.00075 0.16580 -2.02229
N2 0.71759 0.85496 -1.19821
C13 0.07555 1.39188 -0.13906
C14 -1.28381 1.29441 0.11566
C15 -1.66236 1.95061 1.32068
C16 -0.60119 2.51664 1.95252
S1 0.90166 2.28173 1.09161
C17 -0.66931 3.28232 3.22754
C18 -2.00039 2.99247 3.92526
C19 -3.15597 3.10319 2.93273
C20 -3.05010 2.01171 1.86985
H12 -3.75539 2.18097 1.05490
H13 -3.29804 1.03873 2.30504
H14 -4.10910 3.01464 3.45558
H15 -3.12438 4.08384 2.45331
H16 -1.98018 1.98300 4.34094
H17 -2.13903 3.69406 4.74909
H18 0.17100 3.01919 3.87434
H19 -0.58874 4.35321 3.01179
C21 -2.10627 0.56424 -0.81881
O2 -3.30484 0.39827 -0.79121
N3 -1.34228 0.01344 -1.86154
H20 -1.86711 -0.53991 -2.52941
H21 0.09819 -0.10895 -4.11133
H22 0.43300 -1.56211 -3.16777

Forces on atoms 1 to 3 (eV/Å):
0.01 -0.47 -0.21
0.03 0.61 -0.22
0.28 0.14 0.38



Entry 4:
# C17H14O4

One molecule with the formula C17H14O4 (wB97M-V/def2-TZVPD, the OMol25 dataset).

As for the SMILES: COc1cccc(-c2cc(=O)c3cc(OC)ccc3o2)c1. The value obtained for the LUMO energy is 0.003 Ha. The calculated total energy comes out at -957.15073 Eh. The calculation puts the energy relative to the best compared isomer or geometry (same formula, charge and spin) at 1.566 eV.

Atoms and positions in Å:
C1 4.40454 2.80555 -0.83017
H1 4.50308 1.80710 -1.26801
O1 4.48279 2.76001 0.57373
C2 3.56190 2.02570 1.24930
C3 3.71326 1.99731 2.63873
C4 2.84363 1.26984 3.42060
C5 1.81670 0.54636 2.84077
C6 1.65087 0.57729 1.46128
C7 2.51554 1.32436 0.66415
H2 2.36219 1.32708 -0.40144
C8 0.55310 -0.18084 0.83931
C9 0.22501 -1.43544 1.21988
C10 -0.85570 -2.17977 0.59910
O2 -1.14303 -3.32873 0.88545
C11 -1.58193 -1.39452 -0.42044
C12 -1.16226 -0.09554 -0.72963
C13 -1.86446 0.64958 -1.67216
C14 -2.96526 0.11515 -2.30794
C15 -3.38542 -1.18832 -2.01790
C16 -2.68955 -1.92421 -1.06844
H3 -3.00529 -2.92697 -0.82497
O3 -4.44548 -1.80846 -2.59646
C17 -5.23893 -1.09982 -3.51828
H4 -6.00579 -1.80207 -3.84145
H5 -4.66049 -0.77144 -4.38829
H6 -5.71666 -0.23565 -3.04640
H7 -3.49204 0.71756 -3.03017
H8 -1.53773 1.65485 -1.89022
O4 -0.08725 0.49166 -0.13658
H9 0.79238 -1.92859 1.99128
H10 1.13158 -0.02079 3.45074
H11 2.96630 1.26702 4.49335
H12 4.52511 2.55753 3.07281
H13 3.46726 3.25994 -1.16514
H14 5.24304 3.42366 -1.15178

Forces on atoms 1 to 3 (eV/Å):
0.05 0.02 -0.27
-0.02 0.04 0.01
-0.02 -0.03 0.31



Entry 5:
# C3H6N2O

C3H6N2O as an isolated structure (wB97M-V/def2-TZVPD, the OMol25 dataset).

The value obtained for the LUMO energy is -0.019 Ha. The calculated total energy comes out at -302.54635 Eh. The calculation puts the energy relative to the best compared isomer or geometry (same formula, charge and spin) at 3.993 eV.

Atoms and positions in Å:
C1 -0.61489 0.14733 1.98407
C2 0.17105 -0.66540 -1.73086
C3 0.59569 0.55884 -0.97822
N1 0.95601 0.49793 0.35557
N2 -0.28661 0.69253 0.66489
O1 1.10987 1.58237 -1.50013
H1 -0.28388 -0.88944 2.10610
H2 -0.14589 0.76659 2.75404
H3 -1.69673 0.19130 2.12363
H4 0.97838 -0.97817 -2.39686
H5 -0.07575 -1.48250 -1.04883
H6 -0.70726 -0.42139 -2.33339

Forces on atoms 1 to 3 (eV/Å):
-0.34 1.11 0.97
-0.66 0.03 0.28
5.71 3.84 -4.36



Entry 6:
# C3H8NP

One molecule with the formula C3H8NP (wB97M-V/def2-TZVPD, the OMol25 dataset).

The value obtained for the LUMO energy (alpha / beta) is 0.044 / -0.114 Ha. Its multiplicity is 3. The calculated total energy comes out at -514.91047 Eh. The calculation puts the energy relative to the best compared isomer or geometry (same formula, charge and spin) at 3.958 eV.

Atoms and positions in Å:
C1 0.36044 -0.95519 -0.69165
C2 1.04476 0.33564 -1.24419
C3 0.59969 0.26561 0.17780
N1 -0.64075 0.85641 0.68700
P1 -1.83141 0.24043 1.54678
H1 -0.70170 -0.89137 -0.88205
H2 1.06876 -1.85281 -0.75629
H3 2.19640 0.35766 -1.31331
H4 0.51648 0.94927 -2.02516
H5 1.33268 0.38898 0.88371
H6 -1.05616 1.67894 0.09580
H7 -1.77707 -1.09843 0.93233
H8 -1.11212 -0.27513 2.58923

Forces on atoms 1 to 3 (eV/Å):
2.77 0.60 -0.71
0.25 0.45 -0.64
-1.84 -0.43 -0.56